# 1
The following is a DFT calculation (the ωB97M-V functional and the def2-TZVPD basis) of 22 unconnected molecules or ions with the total composition C74H207N15O29 at a distorted geometry.

Output
Relative energy (zero: lowest compared OMol25 entry of this formula, charge and spin) in kJ/mol: 152.7
Highest occupied orbital energy in Eh: -0.32418
Total charge: 0
Frontier orbital gap in eV: 8.94

Each line ends with the Löwdin charge.
CARTESIAN COORDINATES (ANGSTROEM)
C 16.13 -15.48 9.05  -0.067
C 16.31 -15.30 7.59  -0.405
C 17.37 -14.27 7.17  -0.165
O 17.12 -13.69 5.89  -0.228
C 17.87 -12.53 5.54  -0.097
N 16.67 -16.63 7.05  0.072
H 17.06 -15.53 9.62  0.076
H 15.29 -16.13 9.28  0.066
H 15.76 -14.51 9.36  0.084
H 15.34 -14.98 7.23  0.137
H 18.38 -14.67 7.20  0.108
H 17.41 -13.49 7.94  0.124
H 18.93 -12.77 5.64  0.077
H 17.62 -11.62 6.08  0.082
H 17.85 -12.38 4.46  0.070
H 16.79 -16.49 6.06  0.035
H 17.59 -16.85 7.38  0.054
C 14.45 -22.23 7.45  -0.056
C 14.36 -23.67 7.81  -0.463
C 15.60 -24.19 8.58  -0.132
O 16.82 -23.94 7.78  -0.195
C 17.93 -23.81 8.62  -0.135
N 13.21 -23.76 8.64  0.034
H 15.12 -22.07 6.60  0.070
H 14.72 -21.54 8.25  0.065
H 13.46 -22.05 7.04  0.080
H 14.18 -24.27 6.91  0.127
H 15.39 -25.23 8.84  0.121
H 15.64 -23.76 9.58  0.118
H 17.76 -23.02 9.34  0.073
H 18.78 -23.41 8.07  0.082
H 18.25 -24.77 9.03  0.088
H 12.51 -23.13 8.29  0.070
H 13.44 -23.21 9.45  0.071
C 13.78 -18.44 10.58  -0.044
C 14.85 -19.55 10.49  -0.420
C 15.92 -19.38 9.36  -0.174
O 17.07 -20.09 9.66  -0.220
C 18.09 -20.23 8.69  -0.089
N 15.42 -19.80 11.75  0.069
H 14.20 -17.43 10.50  0.049
H 13.18 -18.33 11.48  0.080
H 13.05 -18.55 9.77  0.064
H 14.20 -20.34 10.11  0.111
H 16.26 -18.34 9.35  0.102
H 15.64 -19.70 8.36  0.102
H 17.68 -20.70 7.80  0.060
H 18.86 -20.78 9.23  0.097
H 18.48 -19.29 8.31  0.083
H 16.27 -20.30 11.56  0.035
H 15.89 -18.95 12.01  0.067
C 19.65 -14.35 -0.53  -0.042
C 20.64 -15.44 -0.21  -0.419
C 20.85 -16.44 -1.39  -0.188
O 19.65 -16.99 -1.88  -0.208
C 19.14 -18.06 -1.08  -0.072
N 21.94 -14.95 0.26  0.056
H 20.09 -13.37 -0.35  0.072
H 18.70 -14.53 -0.04  0.078
H 19.44 -14.40 -1.60  0.072
H 20.17 -15.96 0.62  0.111
H 21.58 -17.23 -1.19  0.114
H 21.35 -15.96 -2.24  0.128
H 19.84 -18.89 -1.08  0.082
H 18.15 -18.40 -1.40  0.091
H 18.98 -17.70 -0.06  0.076
H 21.71 -14.44 1.10  0.021
H 22.32 -14.24 -0.35  0.071
C 23.52 -11.91 2.04  -0.067
C 22.10 -11.75 2.47  -0.481
C 21.57 -12.83 3.49  -0.073
O 21.51 -14.27 3.06  -0.220
C 21.15 -15.17 4.07  -0.135
N 21.90 -10.39 2.83  0.048
H 24.15 -11.80 2.92  0.079
H 23.81 -11.16 1.31  0.082
H 23.65 -12.85 1.51  0.065
H 21.52 -11.80 1.55  0.120
H 20.57 -12.50 3.79  0.099
H 22.23 -12.77 4.35  0.120
H 21.98 -15.24 4.77  0.062
H 20.98 -16.15 3.61  0.084
H 20.28 -14.94 4.69  0.075
H 20.93 -10.41 3.13  0.031
H 21.90 -9.81 2.00  0.089
C 27.38 -13.95 5.62  -0.055
C 26.01 -14.43 6.15  -0.491
C 24.99 -14.63 5.03  -0.169
O 25.35 -15.80 4.29  -0.176
C 24.63 -16.00 3.13  -0.135
N 26.16 -15.52 6.99  0.049
H 27.27 -13.01 5.08  0.070
H 27.65 -14.65 4.84  0.080
H 28.11 -13.70 6.40  0.075
H 25.54 -13.59 6.66  0.136
H 24.80 -13.75 4.42  0.116
H 24.08 -14.92 5.55  0.108
H 25.26 -16.72 2.60  0.094
H 24.36 -15.24 2.40  0.079
H 23.67 -16.46 3.35  0.071
H 26.90 -15.19 7.59  0.075
H 26.56 -16.32 6.52  0.083
C 19.79 -22.75 -1.37  -0.034
C 20.64 -23.03 -0.08  -0.408
C 21.41 -21.81 0.49  -0.200
O 20.47 -20.86 0.98  -0.214
C 21.06 -19.62 1.43  -0.083
N 19.84 -23.68 0.95  0.061
H 20.37 -22.27 -2.16  0.072
H 19.09 -21.98 -1.04  0.051
H 19.30 -23.66 -1.72  0.074
H 21.46 -23.70 -0.34  0.129
H 21.98 -21.30 -0.28  0.119
H 22.13 -22.07 1.26  0.106
H 20.33 -18.91 1.82  0.071
H 21.72 -19.20 0.67  0.079
H 21.75 -19.81 2.25  0.072
H 20.48 -23.69 1.74  0.041
H 19.15 -22.98 1.15  0.055
C 13.20 -17.87 6.39  -0.048
C 11.65 -17.92 6.22  -0.383
C 11.12 -17.79 4.71  -0.162
O 9.67 -17.71 4.67  -0.193
C 9.21 -17.24 3.38  -0.094
N 11.23 -19.17 6.85  0.038
H 13.60 -16.96 5.94  0.056
H 13.72 -18.74 5.98  0.070
H 13.31 -17.74 7.46  0.061
H 11.23 -17.09 6.78  0.130
H 11.51 -18.58 4.06  0.111
H 11.48 -16.85 4.29  0.082
H 8.13 -17.38 3.32  0.088
H 9.74 -17.77 2.58  0.079
H 9.44 -16.22 3.09  0.073
H 10.28 -19.31 6.55  0.063
H 11.79 -19.87 6.39  0.054
C 13.62 -15.62 2.93  -0.051
C 13.09 -14.38 3.65  -0.376
C 14.19 -13.59 4.36  -0.203
O 13.67 -12.56 5.17  -0.138
C 14.70 -11.78 5.70  -0.115
N 12.24 -13.58 2.72  0.056
H 14.08 -16.37 3.58  0.048
H 14.45 -15.49 2.23  0.068
H 12.77 -16.14 2.51  0.080
H 12.40 -14.72 4.43  0.124
H 14.94 -13.24 3.65  0.127
H 14.79 -14.30 4.92  0.106
H 14.19 -10.99 6.25  0.098
H 15.43 -11.41 4.98  0.077
H 15.32 -12.32 6.41  0.068
H 11.64 -13.12 3.38  0.081
H 11.47 -14.06 2.28  0.081
C 12.18 -21.16 1.73  -0.055
C 12.79 -22.56 1.64  -0.402
C 13.66 -22.69 0.39  -0.151
O 14.68 -21.68 0.39  -0.238
C 16.02 -22.09 0.10  -0.054
N 13.50 -22.73 2.90  0.074
H 11.71 -20.97 0.77  0.083
H 12.89 -20.35 1.88  0.048
H 11.44 -21.01 2.52  0.078
H 11.92 -23.21 1.54  0.137
H 13.07 -22.58 -0.52  0.100
H 14.05 -23.69 0.16  0.124
H 16.31 -23.00 0.62  0.084
H 16.78 -21.31 0.14  0.085
H 15.98 -22.31 -0.97  0.089
H 14.09 -23.54 2.76  0.007
H 14.15 -21.96 2.82  0.031
C 18.97 -8.95 5.51  -0.066
C 19.07 -8.12 4.21  -0.413
C 18.34 -8.88 3.09  -0.223
O 19.01 -10.06 2.77  -0.229
C 18.22 -11.00 1.99  -0.056
N 18.39 -6.84 4.47  0.035
H 19.50 -9.89 5.35  0.062
H 17.93 -9.18 5.71  0.074
H 19.45 -8.36 6.29  0.079
H 20.13 -7.97 4.00  0.138
H 18.29 -8.24 2.21  0.127
H 17.29 -8.98 3.37  0.126
H 17.83 -10.53 1.09  0.096
H 17.37 -11.36 2.57  0.071
H 18.80 -11.88 1.71  0.077
H 18.90 -6.53 5.29  0.061
H 17.44 -6.99 4.78  0.068
C 12.20 -17.32 -3.47  -0.041
C 12.89 -18.15 -2.35  -0.353
C 13.48 -19.44 -2.90  -0.215
O 12.44 -20.34 -3.22  -0.168
C 12.86 -21.65 -3.56  -0.098
N 13.88 -17.23 -1.66  0.077
H 11.37 -17.86 -3.93  0.077
H 12.80 -17.03 -4.33  0.067
H 11.84 -16.45 -2.93  0.065
H 12.14 -18.48 -1.64  0.144
H 14.16 -19.92 -2.19  0.115
H 14.06 -19.09 -3.76  0.117
H 13.77 -21.76 -4.16  0.088
H 12.09 -22.25 -4.04  0.087
H 13.03 -22.12 -2.59  0.060
H 14.11 -17.70 -0.79  0.047
H 14.75 -17.21 -2.16  0.057
C 18.61 -20.73 4.78  -0.021
C 18.23 -19.28 5.18  -0.354
C 18.21 -18.20 4.03  -0.151
O 17.59 -16.97 4.40  -0.243
C 17.67 -15.89 3.38  -0.015
N 16.90 -19.44 5.71  0.063
H 17.92 -21.28 4.13  0.073
H 18.59 -21.34 5.68  0.071
H 19.64 -20.76 4.42  0.058
H 18.97 -18.94 5.90  0.110
H 17.67 -18.52 3.14  0.105
H 19.20 -17.91 3.68  0.099
H 18.69 -15.89 3.00  0.061
H 17.53 -14.93 3.88  0.073
H 16.99 -15.95 2.53  0.075
H 17.08 -19.97 6.55  0.021
H 16.50 -18.53 5.91  0.044
C 18.48 -21.35 13.41  -0.044
C 19.50 -20.31 12.88  -0.405
C 19.05 -18.91 13.39  -0.194
O 18.14 -18.30 12.54  -0.163
C 18.75 -17.76 11.36  -0.084
N 20.89 -20.66 13.12  0.045
H 18.34 -21.30 14.49  0.078
H 18.68 -22.41 13.24  0.072
H 17.56 -21.14 12.85  0.060
H 19.34 -20.28 11.80  0.118
H 19.93 -18.29 13.54  0.117
H 18.62 -19.07 14.38  0.126
H 19.11 -18.43 10.58  0.064
H 19.61 -17.16 11.67  0.088
H 18.08 -17.06 10.86  0.070
H 20.99 -20.86 14.11  0.088
H 21.05 -21.58 12.73  0.083
C 21.62 -22.58 4.20  -0.058
C 22.75 -23.53 4.59  -0.392
C 22.42 -24.51 5.72  -0.182
O 23.62 -25.01 6.37  -0.188
C 23.34 -25.81 7.50  -0.111
N 23.15 -24.31 3.39  0.033
H 20.79 -23.12 3.74  0.071
H 21.91 -21.79 3.51  0.060
H 21.24 -22.15 5.13  0.067
H 23.63 -22.92 4.82  0.139
H 21.76 -25.31 5.38  0.106
H 21.89 -23.93 6.48  0.113
H 22.42 -25.50 7.99  0.071
H 24.16 -25.76 8.22  0.086
H 23.22 -26.85 7.21  0.080
H 23.96 -24.88 3.63  0.063
H 22.46 -25.03 3.22  0.061
C 16.51 -15.35 -3.45  -0.226
C 15.99 -16.26 -4.62  -0.242
O 15.63 -15.64 -5.82  -0.062
O 16.79 -15.98 -2.23  -0.070
H 15.77 -14.55 -3.42  0.108
H 17.44 -14.83 -3.69  0.119
H 15.12 -16.85 -4.32  0.081
H 16.76 -17.00 -4.86  0.114
H 15.40 -16.29 -6.50  0.089
H 17.73 -16.18 -2.15  0.040
C 18.76 -26.90 6.25  -0.204
C 19.71 -27.64 7.22  -0.210
O 20.40 -28.79 6.70  -0.069
O 19.47 -26.18 5.22  -0.093
H 18.09 -26.21 6.78  0.096
H 18.14 -27.61 5.70  0.117
H 19.27 -27.79 8.20  0.118
H 20.52 -26.94 7.43  0.087
H 21.03 -28.53 6.02  0.076
H 18.89 -26.03 4.47  0.041
C 16.57 -24.12 3.96  -0.206
C 15.33 -24.99 4.06  -0.186
O 14.76 -25.25 2.72  -0.096
O 17.73 -24.76 3.38  -0.073
H 16.68 -23.62 4.92  0.112
H 16.40 -23.25 3.32  0.103
H 14.60 -24.50 4.72  0.097
H 15.58 -25.93 4.54  0.120
H 14.11 -25.94 2.81  0.093
H 17.55 -24.81 2.44  0.078
C 12.99 -14.06 -1.39  -0.212
C 14.13 -13.41 -0.55  -0.196
O 13.64 -12.48 0.50  -0.112
O 12.35 -15.23 -0.84  -0.129
H 13.46 -14.44 -2.30  0.087
H 12.23 -13.35 -1.73  0.117
H 14.79 -12.90 -1.25  0.097
H 14.89 -14.07 -0.13  0.095
H 13.21 -12.99 1.18  -0.007
H 12.95 -15.94 -1.07  -0.029
C 22.30 -18.34 10.53  -0.244
C 22.92 -19.70 10.25  -0.220
O 23.48 -19.65 8.93  -0.079
O 21.95 -18.21 11.90  -0.092
H 21.38 -18.17 9.96  0.081
H 22.91 -17.48 10.25  0.125
H 22.13 -20.45 10.28  0.108
H 23.67 -20.00 10.97  0.124
H 24.44 -19.60 9.00  0.085
H 21.41 -18.95 12.20  0.006
C 21.61 -17.72 6.95  -0.242
C 20.50 -16.66 7.22  -0.220
O 20.14 -16.56 8.60  -0.069
O 21.87 -17.92 5.60  -0.057
H 21.29 -18.73 7.23  0.109
H 22.41 -17.48 7.65  0.113
H 19.65 -16.82 6.55  0.084
H 20.81 -15.67 6.86  0.103
H 20.08 -15.62 8.79  0.087
H 22.78 -18.18 5.46  0.098
C 15.00 -18.86 2.96  -0.176
C 15.40 -18.49 1.48  -0.182
O 14.54 -19.07 0.49  -0.104
O 15.37 -20.25 3.28  -0.103
H 13.93 -18.67 3.08  0.092
H 15.43 -18.27 3.78  0.083
H 16.37 -18.89 1.17  0.102
H 15.53 -17.42 1.36  0.094
H 14.55 -20.03 0.56  0.019
H 15.83 -20.24 4.13  0.018

# 2
The following is a DFT calculation (the ωB97M-V functional and the def2-TZVPD basis) of a molecular structure, C5H11P at a distorted geometry.

Output
Relative energy (zero: lowest compared OMol25 entry of this formula, charge and spin) in kJ/mol: 212.1
Highest occupied orbital energy in Eh: -0.27346
Total charge: 0
Frontier orbital gap in eV: 8.35

Each line ends with the natural charge from an NBO analysis.
CARTESIAN COORDINATES (ANGSTROEM)
C 2.17 1.14 -0.42  -1.062
C -1.75 0.26 0.15  -0.438
C -0.74 0.72 -0.92  -0.740
C -0.79 0.12 1.31  -0.692
C 0.91 -1.59 -0.14  -0.963
P 0.70 0.23 0.06  1.389
H 3.01 1.18 0.27  0.215
H 1.85 2.12 -0.63  0.195
H -2.44 1.08 0.39  0.218
H -2.34 -0.68 0.02  0.221
H -0.77 0.07 -1.90  0.240
H -0.66 1.82 -1.05  0.250
H -0.80 0.95 1.93  0.215
H -0.83 -0.79 1.98  0.216
H 2.03 -1.85 -0.15  0.261
H 0.27 -2.05 0.68  0.239
H 0.67 -1.77 -1.12  0.235